Record 1
{
  "formula": "C17H48N4O7",
  "method": "ωB97M-V/def2-TZVPD",
  "species": ["N", "C", "N", "O", "H", "H", "H", "H", "N", "C", "N", "O", "H", "H", "H", "H", "C", "C", "C", "O", "H", "H", "H", "H", "H", "H", "H", "H", "C", "C", "C", "O", "H", "H", "H", "H", "H", "H", "H", "H", "C", "C", "C", "O", "H", "H", "H", "H", "H", "H", "H", "H", "C", "C", "C", "O", "H", "H", "H", "H", "H", "H", "H", "H", "C", "C", "C", "O", "H", "H", "H", "H", "H", "H", "H", "H"],
  "positions_angstrom": [[1.16727, -2.61133, 3.41075], [2.11854, -2.29033, 2.44301], [3.10126, -3.17301, 2.26732], [2.12371, -1.20513, 1.85335], [0.33957, -1.98865, 3.51863], [1.29626, -3.30139, 4.11373], [3.82074, -2.77005, 1.66988], [2.95493, -4.19120, 2.43084], [0.52020, 0.06717, -0.88480], [-0.86960, 0.08605, -0.90404], [-1.37256, -0.59994, 0.19238], [-1.59334, 0.69612, -1.68828], [1.01970, 0.70656, -1.42506], [1.02534, -0.19481, -0.06526], [-0.80602, -1.02734, 0.91839], [-2.28476, -0.37207, 0.56579], [2.75895, 1.65053, 3.50799], [1.50658, 2.46230, 3.21870], [0.94317, 1.98316, 1.86991], [0.45946, 2.25187, 4.19090], [2.63898, 0.56806, 3.44508], [3.18265, 1.85770, 4.44649], [3.49960, 1.89407, 2.72480], [1.77343, 3.51982, 3.29468], [0.76281, 0.92012, 1.81661], [1.57755, 2.24290, 1.03191], [-0.08580, 2.43850, 1.56762], [0.84440, 2.43646, 5.06237], [-3.26482, -1.26624, 2.97664], [-2.48336, 0.03263, 3.39253], [-3.15345, 0.64982, 4.54191], [-1.09659, -0.24503, 3.70000], [-3.47468, -1.89610, 3.89397], [-2.70099, -1.87362, 2.31597], [-4.17059, -0.92372, 2.47177], [-2.51740, 0.72482, 2.56152], [-4.23169, 0.87680, 4.38967], [-2.63483, 1.56086, 4.81241], [-3.23532, 0.00591, 5.41742], [-0.66447, 0.52216, 4.08982], [0.89216, -3.56923, -0.64934], [-0.36085, -4.02570, -1.34530], [-0.43616, -5.48404, -1.28343], [-1.55668, -3.54820, -0.76241], [0.82591, -2.51224, -0.63074], [1.78821, -3.80322, -1.29402], [1.03684, -3.97659, 0.36360], [-0.35678, -3.65073, -2.38151], [-0.08294, -5.81525, -0.31728], [0.17638, -5.92424, -2.06005], [-1.47018, -5.88734, -1.29968], [-1.50507, -2.61152, -0.49402], [1.70385, 4.27639, -1.23923], [0.32144, 3.74093, -1.61388], [-0.59343, 4.85851, -1.95635], [0.38474, 2.78658, -2.68125], [2.08396, 4.79815, -2.11913], [2.44818, 3.50737, -0.93495], [1.56623, 5.05377, -0.44487], [-0.03674, 3.25112, -0.70556], [-0.70229, 5.45469, -1.08308], [-1.57284, 4.56575, -2.32563], [-0.18783, 5.53563, -2.77999], [-0.36683, 2.21317, -2.57137], [0.49380, -0.29093, -4.61885], [-0.58453, 0.31447, -5.47137], [-0.27693, 0.24463, -6.90810], [-1.83147, -0.34495, -5.06904], [1.36483, 0.36912, -4.65123], [0.65163, -1.30037, -4.97254], [0.19508, -0.37508, -3.58449], [-0.56884, 1.33065, -5.11095], [-0.03654, -0.80600, -7.27909], [0.61510, 0.81402, -7.14375], [-0.97604, 0.70459, -7.60549], [-1.84016, -0.11831, -4.13299]],
  "forces_ev_per_angstrom": [[-0.9, 1.4, -1.2], [-1.6, 1.3, 1.5], [0.9, -1.6, -0.1], [-0.4, -0.5, 0.0], [1.1, -0.5, -0.2], [0.3, -0.4, 0.1], [-0.2, -1.0, 0.1], [0.5, 1.6, -0.4], [-1.5, -0.7, -0.2], [0.9, 0.7, 1.6], [-0.7, -0.6, 0.3], [0.9, -0.5, 0.1], [0.5, 1.2, -1.4], [-0.1, -0.4, 0.7], [0.4, 0.4, -0.4], [0.0, 0.1, -0.7], [0.1, -0.4, -1.5], [-0.4, -1.1, -0.3], [-2.1, 1.6, -0.7], [0.3, -0.2, 0.4], [-0.5, 0.1, -0.1], [0.6, 0.6, 1.4], [-0.2, 0.0, 0.4], [-0.1, 0.1, -0.6], [0.3, -0.4, 0.5], [0.5, 0.1, 0.0], [1.6, -0.4, 0.9], [-0.2, -0.1, -0.3], [0.5, 0.9, 1.8], [0.2, -1.6, -0.5], [-1.6, 0.8, 1.4], [-0.8, -1.0, -0.4], [0.0, 0.8, -1.0], [0.6, -0.6, -0.8], [-0.1, -0.3, 0.2], [0.1, 0.3, -0.4], [0.7, 0.2, -0.5], [0.0, 0.3, 0.3], [0.6, -0.3, 0.0], [0.0, 0.5, -0.1], [1.0, -0.2, -0.8], [-0.4, 0.9, -0.3], [-0.9, -2.0, 0.0], [-0.4, 0.6, 0.9], [0.4, 1.2, 0.4], [-0.8, 0.0, 0.7], [-0.2, 0.1, -0.4], [0.3, -0.2, 0.0], [0.4, -0.2, 0.3], [0.0, -0.4, -0.1], [0.5, 0.4, -0.6], [0.2, -0.4, -0.4], [0.0, 0.4, -0.2], [0.6, -0.8, 0.3], [0.1, 1.4, -1.8], [1.1, 0.5, 0.3], [0.3, 0.0, 0.0], [-0.7, 0.4, -0.1], [0.3, -0.8, -0.5], [-0.4, -0.3, 0.0], [-0.4, 0.8, 0.7], [-0.1, -0.4, 0.2], [-0.2, -0.9, 1.0], [-0.8, -0.6, 0.0], [0.5, -0.2, -0.3], [-0.7, -0.4, 1.9], [0.5, -1.2, -2.1], [0.8, 0.9, -0.8], [0.3, -0.5, -0.1], [0.6, -0.3, -0.1], [-0.2, 0.2, 0.3], [-0.7, 0.9, -0.3], [-0.6, 1.1, 0.6], [0.5, 0.1, 0.4], [-0.6, -0.2, 0.3], [-0.5, -0.2, 0.2]],
  "mulliken_charge": [-0.41, 0.57, -0.45, -0.60, 0.16, 0.18, 0.26, 0.24, 0.03, 0.42, -0.21, -0.74, 0.34, -0.08, 0.12, 0.07, -1.38, 0.39, -0.31, -0.53, 0.21, 0.52, 0.34, 0.26, -0.28, 0.27, 0.25, 0.29, -1.43, 0.97, -1.63, -0.38, 0.38, 0.38, 0.39, 0.14, 0.38, 0.40, 0.36, 0.12, -0.75, 0.93, -1.48, -0.63, -0.08, 0.39, 0.23, 0.13, 0.35, 0.36, 0.35, 0.25, -1.49, 1.56, -1.53, -0.54, 0.45, 0.30, 0.31, -0.32, 0.42, 0.38, 0.31, 0.14, -0.75, 0.84, -1.41, -0.61, 0.29, 0.47, -0.24, 0.03, 0.31, 0.35, 0.37, 0.33],
  "largest_force_ha_per_bohr": 0.0531,
  "orbital_gap_ev": 9.8327,
  "total_energy_ha": -1422.262521,
  "smiles": "NC(N)=O.NC(N)=O.CC(C)O.CC(C)O.CC(C)O.CC(C)O.CC(C)O",
  "e_above_lowest_kj_mol": 0.00
}



Record 2
{
  "formula": "C3H4O3",
  "method": "ωB97M-V/def2-TZVPD",
  "species": ["O", "C", "C", "C", "O", "O", "H", "H", "H", "H"],
  "positions_angstrom": [[-2.77873, -0.01758, -0.34087], [-1.59971, -0.09597, -0.13889], [-0.57110, 0.55527, 0.52512], [0.58915, -0.13207, 0.07079], [1.57567, 0.48988, -0.61113], [1.03707, -1.24587, 0.64165], [-0.86332, -0.94659, -0.71408], [-0.60247, 1.47053, 1.09664], [1.29906, 1.39215, -0.82197], [1.91438, -1.46974, 0.29275]],
  "forces_ev_per_angstrom": [[-0.3, 0.2, 0.0], [1.3, -1.7, -0.6], [-0.4, 0.0, -0.3], [2.0, 1.7, 1.5], [-0.3, -0.6, 0.7], [-0.5, 0.3, -1.0], [-1.8, 0.1, 0.1], [0.3, 0.2, -0.1], [-0.3, -0.1, -0.2], [-0.1, -0.1, -0.2]],
  "nbo_charge": [-0.58, 0.44, -0.65, 0.80, -0.66, -0.61, 0.00, 0.23, 0.52, 0.50],
  "largest_force_ha_per_bohr": 0.0589,
  "orbital_gap_ev": 8.4648,
  "total_energy_ha": -342.326198,
  "smiles": "O=CC=C(O)O",
  "e_above_lowest_kj_mol": 340.63
}



Record 3
{
  "formula": "C21H44EuN3OP2S",
  "method": "ωB97M-V/def2-TZVPD",
  "species": ["Eu", "P", "P", "N", "C", "H", "H", "C", "H", "H", "C", "H", "H", "C", "H", "H", "C", "C", "H", "H", "H", "C", "C", "H", "H", "H", "C", "C", "H", "H", "H", "C", "C", "H", "H", "H", "C", "C", "H", "H", "H", "C", "H", "H", "H", "C", "H", "H", "H", "C", "H", "H", "H", "H", "H", "H", "H", "O", "H", "H", "C", "N", "C", "C", "N", "C", "S", "H", "H", "H", "H", "H", "H"],
  "positions_angstrom": [[2.26042, 0.72685, 1.42885], [-0.60363, -1.63766, -2.24042], [0.13224, 2.72713, 0.71318], [1.22992, 0.84552, -1.27060], [1.01175, -1.10829, -2.86744], [1.55483, -2.02050, -3.16654], [0.81634, -0.53263, -3.78791], [1.92176, -0.28371, -1.93734], [2.33331, -0.92615, -1.13221], [2.78974, 0.08800, -2.51072], [1.85799, 2.17853, -1.51834], [1.43523, 2.60608, -2.44943], [2.94655, 2.06058, -1.67541], [1.61593, 3.14212, -0.34239], [1.46819, 4.16068, -0.72837], [2.52825, 3.19549, 0.29010], [0.45583, 3.80716, 2.20060], [1.59311, 3.24105, 3.07479], [2.56999, 3.17503, 2.55370], [1.32633, 2.25859, 3.51785], [1.75405, 3.92671, 3.91795], [-1.17282, 3.60481, -0.26356], [-2.56886, 3.18770, 0.21288], [-3.32557, 3.77468, -0.32491], [-2.70689, 3.36160, 1.28767], [-2.75023, 2.12802, -0.00049], [-1.60229, -2.50944, -3.47501], [-2.94642, -2.99976, -2.91589], [-3.62054, -3.18885, -3.76312], [-3.42956, -2.25728, -2.26885], [-2.83681, -3.94554, -2.36763], [-0.30852, -2.58305, -0.71921], [-1.58132, -2.84810, 0.08324], [-1.29887, -3.21752, 1.07842], [-2.20016, -3.62081, -0.39250], [-2.19115, -1.94318, 0.20350], [-1.47888, -0.08052, -1.84238], [-1.00640, 5.12631, -0.31688], [-0.11298, 5.43160, -0.87488], [-1.87416, 5.55561, -0.83763], [-0.96114, 5.57630, 0.68271], [-0.84206, -3.62647, -4.20393], [-1.49010, -4.01687, -4.99878], [0.07792, -3.26050, -4.67492], [-0.59046, -4.46155, -3.53602], [0.47283, -3.86801, -0.98638], [0.81403, -4.27601, -0.02563], [-0.16017, -4.62487, -1.47306], [1.37234, -3.70371, -1.59650], [-0.81744, 4.01510, 3.03858], [-1.34598, 3.06913, 3.23098], [-0.53860, 4.43707, 4.01395], [-1.52284, 4.71917, 2.57969], [0.77818, 4.77308, 1.77734], [0.35306, -1.91970, -0.12734], [-1.04073, 3.21252, -1.28754], [-1.82372, -1.71420, -4.20940], [-2.43861, 0.02726, -1.07510], [0.17126, 0.91702, -1.70509], [-0.99457, 0.81713, -2.36725], [2.60758, -3.49798, 3.84751], [1.56365, -2.56317, 3.44847], [0.36360, -2.35264, 4.10845], [-0.35544, -1.46913, 3.38320], [0.44225, -1.10737, 2.28979], [1.59713, -1.88901, 2.28725], [2.85578, -1.98321, 1.14863], [2.66141, -4.34047, 3.14737], [3.57875, -2.99200, 3.85662], [2.37281, -3.86816, 4.84829], [0.13360, -2.88154, 5.02133], [-1.30959, -1.00864, 3.56379], [0.02965, -0.74537, 1.42031]],
  "forces_ev_per_angstrom": [[-0.3, 0.9, -1.0], [-1.2, 2.2, 0.8], [0.0, 0.2, 0.4], [-1.1, 0.7, -0.6], [0.4, -0.2, -0.7], [-0.1, 0.4, -0.1], [0.0, -0.2, 0.2], [0.1, -0.1, 0.3], [-0.2, 0.1, -0.7], [-0.4, -0.2, 0.0], [-0.2, -0.3, -0.5], [0.4, -0.1, 0.4], [-0.4, 0.0, -0.1], [0.3, 0.2, 0.1], [0.3, -0.2, 0.3], [-0.2, 0.2, -0.1], [0.1, 0.3, -0.5], [-0.1, 0.1, 0.0], [-0.2, 0.1, 0.1], [0.0, 0.2, -0.1], [0.1, -0.3, -0.1], [-0.3, -0.2, -0.2], [-0.2, -0.1, 0.0], [0.2, -0.2, 0.2], [0.0, 0.0, -0.3], [0.0, 0.2, 0.1], [0.3, -0.5, -0.6], [-0.2, 0.0, 0.0], [0.2, 0.0, 0.2], [0.1, -0.1, -0.1], [0.0, 0.3, -0.2], [0.3, -0.2, 0.0], [-0.3, 0.0, 0.2], [-0.1, 0.0, -0.1], [0.2, 0.3, 0.2], [0.1, -0.2, -0.1], [2.3, -0.4, -1.6], [0.1, 0.1, 0.0], [-0.2, 0.0, 0.1], [0.3, -0.1, 0.1], [-0.1, 0.0, -0.3], [-0.1, -0.2, -0.1], [0.2, 0.0, 0.1], [-0.2, -0.1, 0.1], [-0.1, 0.2, -0.2], [0.2, -0.3, 0.1], [-0.1, -0.1, -0.2], [0.3, 0.2, 0.2], [-0.3, -0.1, 0.1], [0.1, 0.0, 0.3], [0.1, 0.2, -0.1], [-0.1, -0.1, -0.2], [0.2, -0.3, 0.0], [0.0, -0.2, 0.4], [-0.2, -0.1, -0.5], [0.0, 0.0, 0.2], [0.2, -0.1, 0.3], [-1.5, 0.1, 1.3], [2.9, -0.5, 1.9], [-1.0, -0.6, -0.2], [0.3, -0.3, 0.3], [-0.1, -0.2, -0.4], [-0.2, 0.2, -0.2], [0.4, 0.1, 0.4], [0.2, -0.4, -0.6], [-0.5, -0.1, 0.7], [-0.2, 0.1, 0.2], [-0.1, 0.2, 0.1], [-0.2, -0.1, 0.0], [0.1, 0.1, -0.2], [0.0, 0.2, -0.1], [-0.1, -0.1, 0.0], [-0.1, -0.3, 0.4]],
  "mulliken_spin": [5.03, -0.19, 0.02, 0.04, 0.04, 0.00, 0.00, 0.01, -0.01, 0.00, 0.02, 0.00, 0.00, 0.00, 0.00, 0.00, -0.01, 0.01, 0.00, 0.00, 0.00, -0.01, 0.00, 0.00, 0.00, 0.00, 0.05, 0.01, 0.00, 0.00, 0.00, 0.01, 0.00, 0.00, 0.00, 0.00, 0.66, 0.00, 0.00, 0.00, 0.00, 0.01, 0.00, 0.00, 0.00, 0.01, 0.00, 0.00, 0.00, 0.00, 0.00, 0.00, 0.00, 0.00, 0.00, 0.00, 0.00, 0.35, -0.03, 0.00, 0.00, 0.00, 0.00, 0.00, 0.00, 0.00, -0.01, 0.00, 0.00, 0.00, 0.00, 0.00, 0.00],
  "largest_force_ha_per_bohr": 0.0689,
  "orbital_gap_ev": [4.2380, 7.0543],
  "total_energy_ha": -2856.631008,
  "multiplicity": 7,
  "e_above_lowest_kj_mol": 98.71,
  "total_charge": 2
}



What is the formula in the third record?
C21H44EuN3OP2S